{
  "formula": "C33H79N12O22P2S2",
  "method": "ωB97M-V/def2-TZVPD",
  "species": ["C", "C", "C", "C", "C", "C", "C", "C", "N", "C", "C", "C", "C", "C", "C", "C", "C", "C", "S", "S", "C", "C", "C", "N", "C", "C", "O", "C", "P", "N", "C", "P", "O", "O", "O", "H", "H", "H", "H", "H", "H", "H", "H", "H", "H", "H", "H", "H", "H", "H", "H", "H", "H", "H", "H", "H", "H", "H", "H", "H", "H", "H", "H", "H", "H", "H", "H", "H", "H", "H", "H", "H", "H", "H", "H", "H", "H", "H", "H", "H", "H", "H", "H", "H", "H", "H", "H", "C", "N", "O", "O", "H", "H", "H", "C", "N", "O", "O", "H", "H", "H", "C", "N", "O", "O", "H", "H", "H", "C", "N", "O", "O", "H", "H", "H", "C", "N", "O", "O", "H", "H", "H", "C", "N", "O", "O", "H", "H", "H", "C", "N", "O", "O", "H", "H", "H", "C", "N", "O", "O", "H", "H", "H", "C", "N", "O", "O", "H", "H", "H"],
  "coordinates": [[-1.28219, -6.58406, -1.22715], [-0.42888, -6.22390, -0.01078], [0.12062, -4.81107, -0.07229], [1.32180, -4.63978, -1.01119], [1.12451, -3.39552, -1.90411], [1.75499, -2.20196, -1.20626], [1.50897, -0.90663, -1.94214], [2.42865, 0.25415, -1.54606], [1.81508, 1.17202, -0.58049], [2.82381, 1.95387, 0.17607], [3.25611, 1.32283, 1.50958], [3.26652, -0.20008, 1.58068], [4.60514, -0.89309, 1.21066], [5.65574, -0.04860, 0.46769], [6.58140, -0.92945, -0.38670], [5.96553, -1.37679, -1.71155], [5.74299, -0.25002, -2.71926], [0.95846, 2.08157, -1.23798], [1.43555, 3.06145, -2.42874], [-0.74041, 2.19869, -0.65382], [-1.83537, 1.87051, -2.05580], [-2.41963, 0.43529, -1.93380], [-3.52952, 0.48979, -0.86821], [-4.36521, -0.76826, -0.69979], [-4.36192, -1.68144, -1.88298], [-3.23984, -2.73012, -1.82098], [-2.21008, -2.43107, -0.89609], [-2.69393, -2.25579, 0.42989], [-1.42014, -1.34074, 1.40294], [-1.90000, 0.09938, 1.83471], [-4.07780, -1.63928, 0.49692], [-4.59856, -0.94884, 2.12768], [-5.97429, -1.37092, 2.30934], [-3.72152, -1.58256, 3.30156], [-4.53986, 0.64463, 2.20574], [-1.82239, -5.71923, -1.59984], [-2.02291, -7.32211, -0.93330], [-0.68818, -7.03973, -2.00905], [-1.06881, -6.25704, 0.86806], [0.34263, -6.96270, 0.16831], [0.41573, -4.54827, 0.94188], [-0.69777, -4.15173, -0.36635], [2.20256, -4.45497, -0.40756], [1.51344, -5.51465, -1.62044], [1.61131, -3.57879, -2.85633], [0.05628, -3.25051, -2.01094], [1.39141, -2.20001, -0.18349], [2.82269, -2.39783, -1.15246], [1.72052, -1.10476, -2.98990], [0.48108, -0.56431, -1.86679], [2.76047, 0.74147, -2.46076], [3.31307, -0.18055, -1.10327], [2.35302, 2.89799, 0.42486], [3.68117, 2.23227, -0.43405], [2.53408, 1.65843, 2.24990], [4.20517, 1.72042, 1.84215], [3.07268, -0.46135, 2.61629], [2.46168, -0.63833, 1.00766], [4.42687, -1.77912, 0.60702], [5.09173, -1.25961, 2.10649], [6.29972, 0.43504, 1.19218], [5.23694, 0.69537, -0.19640], [7.43544, -0.30644, -0.64218], [6.91269, -1.79538, 0.17542], [6.58221, -2.15226, -2.14832], [5.00146, -1.84589, -1.50359], [4.89245, -0.51152, -3.34317], [6.58110, -0.14742, -3.39737], [5.51081, 0.70824, -2.26963], [-2.64218, 2.59397, -2.07992], [-1.27675, 1.96628, -2.97761], [-2.78831, 0.18949, -2.92335], [-1.58927, -0.17796, -1.63264], [-3.09333, 0.84375, 0.06345], [-4.21181, 1.26367, -1.20378], [-5.33388, -0.47642, -0.56711], [-4.38704, -1.14322, -2.81376], [-5.30061, -2.22198, -1.85675], [-2.79436, -2.79935, -2.80237], [-3.64132, -3.71342, -1.60895], [-2.76978, -3.26832, 0.83870], [-0.29862, -1.30241, 0.56514], [-1.06847, -2.17175, 2.48362], [-1.85815, 0.20962, 2.84110], [-4.77260, -2.46085, 0.38034], [-3.39676, -0.83747, 3.83709], [-5.12360, 0.92306, 2.93491], [3.06745, 5.15126, 2.99827], [3.61071, 3.94807, 3.68834], [4.77641, 3.66646, 3.50015], [2.84495, 3.32526, 4.39971], [3.86024, 5.59576, 2.40833], [2.24678, 4.82160, 2.36759], [2.71769, 5.83634, 3.76460], [-3.62255, 3.54677, 1.51327], [-3.07026, 4.89030, 1.83048], [-2.30322, 4.98964, 2.76292], [-3.43136, 5.79463, 1.09966], [-3.22270, 2.82445, 2.21328], [-4.70494, 3.60582, 1.58999], [-3.31470, 3.31006, 0.49873], [5.11043, 5.70922, -4.00846], [5.14244, 4.65799, -2.95370], [4.49930, 4.85067, -1.93915], [5.81281, 3.67161, -3.18153], [4.47793, 6.51986, -3.66760], [6.13076, 6.04625, -4.16273], [4.71259, 5.25328, -4.90984], [7.80321, 4.43173, 4.60044], [8.42162, 5.73897, 4.95632], [9.14071, 5.78045, 5.93287], [8.15608, 6.68204, 4.23379], [8.12073, 3.68918, 5.32263], [6.72749, 4.56202, 4.62595], [8.13874, 4.17459, 3.60040], [-4.73953, -7.26797, 1.03696], [-3.85538, -6.14596, 1.45751], [-3.23884, -6.26683, 2.49126], [-3.80897, -5.17102, 0.72332], [-4.67478, -8.05278, 1.78057], [-5.75009, -6.87734, 0.96634], [-4.38798, -7.61384, 0.06938], [-7.44433, -5.35199, -2.30103], [-6.37264, -4.55789, -2.96538], [-6.70809, -3.66847, -3.72326], [-5.21929, -4.85368, -2.70686], [-8.40516, -4.97464, -2.62963], [-7.30880, -6.38860, -2.59431], [-7.32090, -5.23353, -1.22830], [-7.66812, -0.59308, -4.69150], [-8.82915, -0.34234, -5.59063], [-9.94079, -0.47966, -5.11985], [-8.57115, -0.01938, -6.73064], [-8.04593, -0.87222, -3.71426], [-7.08422, -1.39799, -5.12754], [-7.09099, 0.32645, -4.64249], [-2.47596, 7.03416, -1.50982], [-2.43861, 6.61395, -2.93868], [-2.53399, 5.42015, -3.17604], [-2.31733, 7.48562, -3.77098], [-2.58740, 6.15106, -0.90143], [-1.54310, 7.54504, -1.29141], [-3.32240, 7.70229, -1.38503], [3.19744, 2.13812, 7.58463], [4.55229, 2.48722, 8.09717], [5.40367, 2.78571, 7.28057], [4.70988, 2.44924, 9.29975], [3.20808, 2.21630, 6.50385], [2.97943, 1.12304, 7.90264], [2.49361, 2.84093, 8.02003]],
  "fmax_ha_per_bohr": 0.0296,
  "lumo_energy_ev": -3.05,
  "homo_lumo_gap_ev": 7.57,
  "charge": 1,
  "e_homo_ev": -10.61
}